# 1
26
Properties=species:S:1:pos:R:3 method="wB97M-V/def2-TZVPD" smiles="C=C=C=CC=C.CC[SiH2]C" e_above_lowest_kj_mol=342.34 total_charge=0
C 2.79 -1.37 1.94
C 2.18 -1.01 -4.20
C 2.22 -1.29 0.70
C 2.87 -0.59 -0.38
C 2.50 -0.67 -1.66
C 2.32 -0.87 -2.87
C -1.59 0.64 2.29
C -3.69 1.73 0.12
C -0.98 0.50 0.90
Si -2.30 0.54 -0.50
H 2.44 -1.90 2.77
H 3.84 -0.83 2.08
H 1.48 -1.71 -4.73
H 2.92 -0.44 -4.76
H 1.28 -1.69 0.46
H 3.74 0.02 -0.04
H -2.81 -0.92 -0.87
H -2.38 -0.01 2.41
H -0.90 0.54 3.15
H -1.79 1.65 2.36
H -4.55 1.68 -0.54
H -4.01 1.55 1.17
H -3.28 2.87 0.23
H -0.49 -0.50 0.94
H -0.05 1.13 0.81
H -1.77 0.94 -1.79

=====

# 2
12
Properties=species:S:1:pos:R:3 method="wB97M-V/def2-TZVPD" e_above_lowest_kj_mol=489.11 total_charge=0
O -1.97 0.48 0.31
C -0.89 -0.27 -0.21
C 0.33 0.53 -0.66
C 0.04 -0.77 0.84
C 1.30 0.08 0.62
O 2.14 -0.84 0.32
H -2.44 0.87 -0.45
H -1.23 -1.04 -0.92
H 0.80 0.25 -1.61
H 0.17 1.61 -0.54
H 0.20 -1.83 1.04
H 1.54 0.92 1.28

=====

# 3
20
Properties=species:S:1:pos:R:3 method="wB97M-V/def2-TZVPD" smiles="C=[N+]1C=C[C@]1(C)CC" e_above_lowest_kj_mol=373.75 total_charge=+1
C 0.94 1.24 -0.63
C 0.56 0.56 -2.14
C -1.13 -1.15 -1.89
C -0.08 0.28 -0.09
C -1.31 0.93 0.51
C 1.19 -0.28 2.05
C 0.50 -0.83 0.81
N -0.33 -0.24 -1.49
H 1.59 2.01 -0.30
H 0.87 0.66 -3.16
H -1.76 -1.67 -1.18
H -1.18 -1.42 -2.94
H -2.02 0.19 0.85
H -1.80 1.59 -0.21
H -1.02 1.54 1.36
H 2.08 0.28 1.78
H 1.49 -1.11 2.69
H 0.53 0.36 2.63
H -0.32 -1.49 1.11
H 1.21 -1.42 0.23

=====

# 4
42
Properties=species:S:1:pos:R:3 method="wB97M-V/def2-TZVPD" smiles="C/C(Cl)=C(/Cl)c1ccc2ncc(P(C)O)nc2c1.C[C@@H]1COC(=O)O1" e_above_lowest_kj_mol=661.88 total_charge=0
C 4.36 0.67 1.00
C 4.58 0.09 -0.52
Cl 6.06 -1.03 -0.83
C 3.67 0.47 -1.64
Cl 4.08 -0.23 -3.34
C 2.37 1.45 -1.52
C 2.38 3.09 -1.49
C 0.96 3.96 -1.41
C -0.53 3.22 -1.35
N -1.73 4.13 -1.32
C -2.97 3.28 -1.27
C -3.04 1.66 -1.21
P -4.74 0.73 -1.11
C -5.46 0.83 0.66
O -4.38 -0.98 -1.45
N -1.81 0.79 -1.24
C -0.54 1.59 -1.34
C 0.88 0.73 -1.42
H 3.34 1.22 1.17
H 4.37 -0.28 1.73
H 5.31 1.31 1.33
H 3.40 3.68 -1.52
H 1.03 5.14 -1.41
H -4.01 3.86 -1.27
H -6.50 1.36 0.57
H -5.67 -0.23 1.14
H -4.76 1.41 1.42
H -4.02 -0.96 -2.39
H 0.82 -0.45 -1.40
C -0.31 -4.40 2.62
C -0.30 -3.18 1.72
C 0.71 -3.25 0.61
O 0.93 -1.87 0.33
C 0.70 -1.20 1.49
O 0.97 -0.03 1.69
O 0.12 -2.02 2.42
H -0.92 -4.21 3.50
H -0.71 -5.27 2.09
H 0.70 -4.64 2.97
H -1.31 -2.99 1.33
H 0.33 -3.77 -0.27
H 1.66 -3.69 0.91

=====

# 5
65
Properties=species:S:1:pos:R:3 method="wB97M-V/def2-TZVPD" e_above_lowest_kj_mol=0.00 total_charge=0 s_squared=6.04 spin_multiplicity=5
Pt -0.02 0.64 -0.94
O 0.44 2.53 -0.29
C -0.07 2.96 0.85
C -0.53 4.29 0.87
C -1.01 4.86 2.02
C -1.07 4.12 3.21
C -0.65 2.81 3.20
C -0.14 2.21 2.04
C 0.28 0.82 2.08
N 0.23 -0.06 1.09
C 0.69 -1.26 1.58
C 1.01 -1.11 2.89
N 0.74 0.21 3.19
H -0.49 4.84 -0.06
H -1.36 5.88 2.01
H -1.47 4.56 4.11
H -0.74 2.22 4.11
H 0.75 -2.15 0.98
H 1.41 -1.80 3.61
H 0.96 0.68 4.06
N 0.95 1.46 -3.55
C -0.04 1.49 -2.77
H 0.79 2.04 -4.38
Cl 2.81 -3.42 -1.55
C 1.08 -3.44 -1.34
C 0.47 -4.65 -1.07
C -0.91 -4.70 -0.92
C -1.66 -3.55 -1.06
C -1.03 -2.34 -1.34
C 0.35 -2.25 -1.46
C 1.04 -0.95 -1.72
H 1.07 -5.54 -1.00
H -1.39 -5.65 -0.71
H -2.74 -3.58 -0.97
H -1.64 -1.45 -1.46
H 1.16 -0.74 -2.78
H 2.02 -0.89 -1.24
O -2.02 1.26 -0.94
C -2.19 2.11 -1.92
N -1.25 2.19 -2.93
C -1.59 3.20 -3.87
O -0.90 3.49 -4.84
C -2.85 3.73 -3.37
C -3.65 4.75 -3.86
C -4.79 5.09 -3.16
C -5.14 4.41 -1.96
C -4.36 3.40 -1.46
C -3.19 3.05 -2.17
H -3.37 5.27 -4.77
H -5.43 5.88 -3.52
H -6.04 4.70 -1.44
H -4.63 2.88 -0.55
C 2.40 -5.57 2.06
C 3.43 -4.51 2.21
C 4.71 -4.77 2.72
C 5.58 -3.70 2.79
N 5.26 -2.47 2.42
C 4.03 -2.34 1.91
S 3.62 -0.73 1.33
N 3.10 -3.28 1.80
H 2.56 -6.39 2.76
H 2.45 -5.98 1.05
H 1.40 -5.16 2.20
H 4.99 -5.76 3.04
H 6.59 -3.83 3.18

=====

# 6
10
Properties=species:S:1:pos:R:3 method="wB97M-V/def2-TZVPD" e_above_lowest_kj_mol=559.52 total_charge=0
C -0.88 -0.29 -0.24
N 1.21 0.96 -0.09
N 0.21 0.22 0.58
O -2.09 0.47 0.13
H -0.84 -0.10 -1.30
H -1.06 -1.38 0.07
H 1.83 1.19 0.71
H 1.56 0.92 -1.09
H 1.04 -1.36 0.91
H -1.78 1.39 0.42

=====

# 7
9
Properties=species:S:1:pos:R:3 method="wB97M-V/def2-TZVPD" e_above_lowest_kj_mol=115.92 total_charge=0
C -0.97 -0.09 -0.78
C 0.14 1.70 0.89
C 0.08 -0.64 -1.26
O -1.93 0.28 -0.29
O -0.39 2.28 1.70
Br 1.53 -0.89 2.04
H 0.62 -0.06 -1.94
H 0.07 -1.67 -1.30
H 0.85 -0.92 0.94

=====

# 8
9
Properties=species:S:1:pos:R:3 method="wB97M-V/def2-TZVPD" e_above_lowest_kj_mol=216.95 total_charge=0 s_squared=2.04 spin_multiplicity=3
C 0.69 0.59 2.13
C 1.46 0.42 1.17
H -0.36 0.75 2.35
H 2.45 0.14 0.81
C 0.31 0.34 -1.02
C -0.79 -0.22 -1.11
O -1.88 -0.81 -1.13
Cu -2.91 -2.14 -1.66
H 1.03 0.94 -1.54

=====

# 9
55
Properties=species:S:1:pos:R:3 method="wB97M-V/def2-TZVPD" e_above_lowest_kj_mol=0.00 total_charge=+3
W -0.04 0.14 0.34
O -2.20 0.32 0.54
C -3.08 -0.67 -0.09
C -2.64 -0.74 -1.53
N -1.14 -0.83 -1.61
C -0.68 0.02 -2.74
C -0.74 1.45 -2.27
O -1.11 2.43 -2.78
O -0.23 1.47 -0.94
C -0.61 -2.20 -1.73
C 0.69 -2.29 -0.95
O 1.28 -3.23 -0.57
O 1.13 -0.96 -0.62
H -2.59 1.19 0.70
H -4.11 -0.34 0.02
H -2.93 -1.60 0.46
H -2.93 0.18 -2.04
H -3.10 -1.57 -2.07
H -1.31 -0.12 -3.62
H 0.35 -0.23 -2.99
H -0.42 -2.46 -2.78
H -1.30 -2.92 -1.31
C 5.17 -2.59 2.11
C 4.68 -1.29 1.62
N 5.41 -0.33 1.13
N 4.54 0.65 0.79
C 3.29 0.33 1.06
S 1.97 1.43 0.77
N 3.35 -0.91 1.59
N 2.24 -1.61 2.05
H 6.26 -2.57 2.12
H 4.84 -3.40 1.46
H 4.82 -2.78 3.13
H 4.89 1.51 0.38
H 2.20 -2.51 1.57
H 2.35 -1.77 3.05
O -0.27 0.11 2.33
C -0.65 -1.13 2.37
O -0.67 -1.61 1.14
C -0.99 -1.85 3.53
C -1.38 -3.21 3.43
C -1.72 -3.89 4.58
C -1.68 -3.23 5.81
C -1.29 -1.89 5.91
C -0.94 -1.19 4.78
H -1.40 -3.70 2.47
H -2.02 -4.93 4.53
H -1.95 -3.77 6.70
H -1.28 -1.41 6.88
H -0.65 -0.15 4.84
Cl 0.40 5.39 1.62
C -0.52 4.30 0.64
Cl -0.98 2.80 1.61
H 0.06 3.94 -0.20
H -1.47 4.73 0.33

=====

# 10
10
Properties=species:S:1:pos:R:3 method="wB97M-V/def2-TZVPD" smiles="[H]/N=C/OCC#N" e_above_lowest_kj_mol=144.49 total_charge=0
N 1.70 0.55 -0.16
C 1.27 -0.52 0.34
O -0.04 -0.83 0.33
C -0.82 0.16 -0.30
C -2.24 -0.02 0.03
N -3.35 0.03 0.34
H 2.71 0.65 -0.05
H 1.84 -1.32 0.82
H -0.64 0.15 -1.38
H -0.53 1.15 0.06

=====

# 11
65
Properties=species:S:1:pos:R:3 method="wB97M-V/def2-TZVPD" smiles="Cc1ccccc1N1CCN([C@H]2CCCN(C(=O)CCN3CCCCO3)C2)CC1" e_above_lowest_kj_mol=378.00 total_charge=0
C -6.14 -0.42 2.21
C -6.44 0.29 0.92
C -7.67 0.90 0.75
C -8.02 1.51 -0.44
C -7.12 1.50 -1.49
C -5.88 0.92 -1.33
C -5.51 0.32 -0.13
N -4.27 -0.31 0.05
C -3.59 -0.83 -1.13
C -2.56 -1.86 -0.66
N -1.58 -1.32 0.27
C -2.24 -0.64 1.36
H -1.50 -0.13 1.98
C -3.32 0.36 0.91
H -3.84 0.75 1.79
H -2.85 1.21 0.39
H -2.73 -1.41 1.97
C -0.35 -0.79 -0.27
C 0.80 -1.12 0.70
N 2.08 -0.75 0.12
C 2.91 -1.73 -0.33
O 2.65 -2.91 -0.15
C 4.20 -1.29 -1.00
C 5.23 -0.84 0.05
N 6.19 0.04 -0.60
C 7.52 0.09 -0.04
C 7.60 0.88 1.27
C 7.06 2.28 1.01
H 7.01 2.86 1.93
C 5.67 2.15 0.40
O 5.67 1.34 -0.77
H 5.29 3.11 0.05
H 4.97 1.75 1.15
H 7.72 2.80 0.30
H 8.64 0.92 1.62
H 7.00 0.38 2.04
H 7.86 -0.94 0.09
H 8.16 0.57 -0.79
H 4.72 -0.35 0.89
H 5.77 -1.70 0.44
H 4.59 -2.15 -1.54
H 4.03 -0.49 -1.71
C 2.17 0.67 -0.16
H 3.15 0.93 -0.55
C 1.08 1.08 -1.14
C -0.30 0.72 -0.59
H -1.07 0.97 -1.32
H -0.48 1.30 0.32
H 1.14 2.15 -1.33
H 1.24 0.56 -2.09
H 2.03 1.21 0.79
H 0.82 -2.19 0.90
H 0.68 -0.58 1.65
H -0.15 -1.34 -1.19
H -2.04 -2.29 -1.52
H -3.09 -2.66 -0.14
H -4.33 -1.32 -1.77
H -3.09 -0.03 -1.71
H -5.18 0.93 -2.16
H -7.38 1.96 -2.44
H -8.99 1.97 -0.56
H -8.38 0.87 1.56
H -5.75 0.27 2.96
H -5.40 -1.20 2.04
H -7.04 -0.86 2.61

=====

# 12
16
Properties=species:S:1:pos:R:3 method="wB97M-V/def2-TZVPD" smiles=N#C[C@]12CCN[C@@H]1C2 e_above_lowest_kj_mol=515.50 total_charge=0
C -0.09 1.74 -0.59
C -0.27 0.63 0.44
C 0.98 0.13 1.00
C 1.34 -0.97 -0.20
C -0.79 -0.52 -0.18
C -1.86 0.53 0.17
H 1.74 0.92 1.14
H 0.81 -0.28 1.95
H 2.13 -0.67 -0.84
H 1.42 -1.99 0.15
H -0.06 -1.78 -1.80
H -0.76 -1.13 0.73
H -2.67 0.22 0.92
H -2.23 1.52 -0.25
N 0.21 2.50 -1.39
N 0.11 -0.86 -1.24

=====

# 13
55
Properties=species:S:1:pos:R:3 method="wB97M-V/def2-TZVPD" e_above_lowest_kj_mol=110.51 total_charge=+2 s_squared=0.81 spin_multiplicity=2
Re 2.33 -1.53 0.58
C -4.19 2.00 -2.40
C -3.71 2.06 -0.94
C -3.41 3.51 -0.57
C -4.82 1.53 0.00
C -2.51 1.16 -0.81
C -1.28 1.66 -0.36
C -0.22 0.81 -0.21
Br 1.44 1.39 0.54
C -0.30 -0.57 -0.50
O 0.71 -1.34 -0.27
C -1.55 -1.09 -0.97
C -2.60 -0.21 -1.11
C -1.65 -2.58 -1.23
C -1.30 -3.33 0.06
C -3.06 -3.00 -1.66
C -0.67 -2.97 -2.35
H -5.04 2.66 -2.53
H -4.49 0.99 -2.69
H -3.39 2.32 -3.07
H -4.31 4.11 -0.70
H -2.64 3.93 -1.22
H -3.11 3.60 0.47
H -5.68 2.19 -0.08
H -4.47 1.54 1.03
H -5.13 0.53 -0.25
H -1.16 2.70 -0.12
H -3.55 -0.59 -1.46
H -1.98 -3.05 0.87
H -0.27 -3.13 0.39
H -1.39 -4.40 -0.10
H -3.79 -2.79 -0.89
H -3.06 -4.07 -1.84
H -3.35 -2.52 -2.59
H 0.37 -2.78 -2.07
H -0.89 -2.43 -3.26
H -0.77 -4.03 -2.55
Cl 5.30 -0.15 -0.86
Si 3.84 -1.49 -1.35
Cl 2.84 -0.79 -2.97
Cl 4.61 -3.32 -1.69
C 6.50 1.22 2.50
N 5.65 0.06 2.34
C 4.40 -0.13 2.68
S 3.76 -1.76 2.31
N 3.59 0.70 3.31
C 3.83 2.04 3.80
H 7.40 1.06 1.91
H 6.80 1.36 3.54
H 6.01 2.12 2.14
H 6.09 -0.73 1.88
H 2.66 0.34 3.50
H 4.73 2.09 4.41
H 2.98 2.34 4.42
H 3.90 2.75 2.97

=====

# 14
74
Properties=species:S:1:pos:R:3 method="wB97M-V/def2-TZVPD" total_charge=-1 s_squared=8.79 spin_multiplicity=6
Fe 0.33 -0.84 0.45
N 0.08 -1.45 4.16
N -1.70 0.29 1.42
C 0.59 -1.68 -1.42
C -0.33 -2.48 -0.64
C 0.37 -2.94 0.54
C -0.17 -3.84 1.61
H -1.27 -3.96 1.52
H 0.04 -3.44 2.62
H 0.28 -4.85 1.53
C 1.70 -2.41 0.51
C 2.77 -2.67 1.53
H 3.31 -3.61 1.32
H 2.33 -2.76 2.54
H 3.51 -1.86 1.56
C 1.84 -1.65 -0.72
C 3.11 -1.00 -1.21
H 3.71 -0.61 -0.38
H 2.89 -0.17 -1.89
H 3.73 -1.73 -1.76
C -1.74 -2.84 -1.02
H -1.79 -3.83 -1.52
H -2.15 -2.10 -1.72
H -2.41 -2.88 -0.14
C 0.32 -1.11 -2.78
H 0.92 -0.20 -2.96
H -0.74 -0.83 -2.90
H 0.57 -1.84 -3.58
C 0.71 -1.19 5.32
H 1.03 -2.08 5.89
C 0.96 0.09 5.81
H 1.47 0.24 6.77
C 0.52 1.18 5.04
H 0.69 2.21 5.38
C -0.12 0.94 3.83
H -0.46 1.77 3.19
C -0.33 -0.40 3.41
C -0.94 -0.75 2.11
H -1.53 -1.68 2.18
C -1.15 0.37 0.18
C -2.82 1.11 1.55
H -3.40 1.20 2.47
C -2.97 1.72 0.33
H -3.70 2.45 -0.02
N -1.94 1.25 -0.51
C -1.80 1.59 -1.90
C -2.78 1.15 -2.81
C -2.60 1.45 -4.17
H -3.35 1.10 -4.89
C -1.48 2.17 -4.63
C -1.32 2.50 -6.09
H -0.26 2.42 -6.41
H -1.65 3.54 -6.30
H -1.92 1.83 -6.73
C -0.53 2.59 -3.68
H 0.35 3.15 -4.02
C -0.66 2.31 -2.31
C 0.40 2.75 -1.34
H -0.03 3.08 -0.38
H 1.01 3.57 -1.75
H 1.07 1.90 -1.10
C -3.98 0.35 -2.36
H -4.78 1.01 -1.96
H -3.72 -0.35 -1.55
H -4.41 -0.21 -3.20
C 2.94 0.48 2.76
S 1.92 0.81 1.27
C 2.88 2.37 1.21
H 4.01 0.28 2.51
H 2.56 -0.43 3.25
H 2.83 1.27 3.54
H 2.61 3.05 2.05
H 3.97 2.20 1.10
H 2.60 2.91 0.29

=====

| no. | total energy (eV) |
| --- | --- |
| 1 | -17465.326 |
| 2 | -8335.392 |
| 3 | -8933.129 |
| 4 | -62358.332 |
| 5 | -73167.845 |
| 6 | -6156.697 |
| 7 | -77295.063 |
| 8 | -50874.893 |
| 9 | -77448.980 |
| 10 | -8202.388 |
| 11 | -34489.476 |
| 12 | -9326.365 |
| 13 | -151550.915 |
| 14 | -81432.533 |